{"formula": "C9H8N2O4Tl", "method": "ωB97M-V with the def2-TZVPD basis set", "species": ["Tl", "O", "C", "C", "O", "C", "O", "C", "O", "C", "H", "H", "C", "H", "H", "N", "C", "C", "C", "N", "H", "H", "H", "H"], "xyz": [[0.070882, 0.901626, -1.408707], [-2.986142, -1.821790, -1.543118], [-2.154989, -1.057726, -1.470610], [1.960532, 1.525083, 0.581064], [2.724230, 1.828253, 1.373427], [-1.483038, 1.703421, 0.867852], [-1.986768, 2.067222, 1.822904], [1.377102, -1.595231, -1.120701], [1.864960, -2.608594, -0.946608], [-0.310247, 1.915022, -3.669048], [-0.224278, 1.048344, -4.341108], [-1.319534, 2.342746, -3.579361], [0.807404, 2.544906, -3.133716], [0.737875, 3.510871, -2.609022], [1.831805, 2.217227, -3.372497], [0.935991, -1.038417, 2.264920], [0.512966, -1.821124, 3.264552], [-0.794015, -2.183062, 2.975406], [-1.078904, -1.551063, 1.744158], [-0.022237, -0.850639, 1.301159], [1.848448, -0.623887, 2.140055], [1.139096, -2.045720, 4.104749], [-1.440542, -2.816202, 3.554187], [-2.010599, -1.591267, 1.200059]], "forces_ev_per_angstrom": [[-0.3, -0.9, 1.2], [1.5, 1.4, 0.2], [-1.5, -1.3, -0.3], [2.3, 1.1, 2.1], [-2.1, -0.9, -2.1], [-1.4, 1.2, 2.4], [1.3, -1.0, -2.5], [1.4, -2.5, 0.1], [-1.2, 2.5, -0.4], [0.3, 0.7, -0.8], [0.1, 0.3, 0.3], [0.4, -0.1, 0.1], [0.0, 0.6, -1.0], [-0.2, -0.4, -0.1], [-0.5, -0.1, 0.1], [-0.1, -1.2, 1.8], [3.2, 1.8, -0.6], [-2.0, -0.5, -0.6], [0.7, 1.0, -1.2], [-2.2, -1.2, 0.6], [0.2, 0.0, 0.3], [0.2, -0.2, 0.4], [-0.2, -0.2, 0.2], [0.1, 0.0, 0.0]], "total_energy_ev": -25289.482, "e_homo_ha": [-0.8294, -0.7511], "total_charge": 3, "homo_lumo_gap_ev": [8.29, 5.47], "lumo_ev": [-14.280, -14.966], "mol_weight_g_mol": 412.56}

=====

{"formula": "C4H13N2O2", "method": "ωB97M-V with the def2-TZVPD basis set", "species": ["N", "C", "C", "C", "O", "C", "N", "H", "H", "H", "H", "H", "H", "H", "H", "H", "H", "H", "H", "H", "O"], "xyz": [[-1.541912, -0.439825, 0.322015], [-0.473124, 0.653469, 0.084316], [0.496350, 0.382864, 1.225056], [-0.237018, 0.895997, 2.545071], [-1.426779, 0.977266, 2.540496], [0.161119, 0.488612, -1.369539], [-0.835391, -0.013076, -2.289115], [-1.964135, -0.171484, 1.240885], [-1.158828, -1.382527, 0.422927], [-2.311934, -0.489461, -0.351229], [-1.037776, 1.594896, 0.046412], [0.934999, -0.588534, 1.434466], [1.289514, 1.094396, 0.975130], [0.420970, 1.084091, 3.391720], [0.575546, 1.450871, -1.699802], [1.017362, -0.258047, -1.289981], [-0.587663, -0.866255, -2.813296], [-0.994888, 0.687436, -3.029057], [2.439618, -2.296662, -0.935635], [2.907754, -1.398440, 0.166229], [2.326222, -1.405579, -0.617064]], "forces_ev_per_angstrom": [[-0.7, 0.3, -0.2], [-0.7, -2.6, -0.3], [-0.3, 3.3, 0.6], [1.2, -0.9, -1.4], [-0.7, 0.2, 0.5], [0.3, -1.2, 0.4], [3.0, 1.5, -2.0], [0.2, 0.1, -0.1], [0.2, 0.1, -0.1], [0.0, 0.1, 0.0], [0.4, -0.1, 0.7], [-0.3, -0.3, -0.7], [0.5, -0.2, 0.7], [-0.1, 0.3, 0.4], [-0.6, 0.0, 0.1], [-0.9, 0.3, 0.1], [-0.8, -0.6, 0.8], [-1.1, 0.0, 0.3], [0.1, -0.6, -0.5], [-0.1, 0.3, -0.4], [0.2, 0.2, 0.9]], "total_energy_ev": -11413.500, "e_homo_ha": [-0.6679, -0.6662], "multiplicity": 2, "total_charge": 2, "homo_lumo_gap_ev": [10.85, 4.72], "lumo_ev": [-7.319, -13.411], "mol_weight_g_mol": 121.16, "s2": 0.7547}

=====

{"formula": "C5H6O2", "method": "ωB97M-V with the def2-TZVPD basis set", "species": ["O", "C", "C", "C", "C", "C", "O", "H", "H", "H", "H", "H", "H"], "xyz": [[1.086627, 0.674829, -1.928897], [0.468988, 1.307432, -0.897396], [-0.212861, 0.735612, 0.078715], [-0.757045, -0.491813, 0.676023], [-1.028299, 0.887930, 1.283502], [1.420897, -2.305254, -0.977091], [1.675327, -3.167844, -0.288214], [0.600245, 2.383605, -0.961354], [-0.089840, -1.159194, 1.223073], [-1.584042, -0.996182, 0.176036], [-0.540199, 1.122374, 2.228819], [-2.035912, 1.290770, 1.188242], [0.996114, -0.282264, -1.801459]], "forces_ev_per_angstrom": [[0.0, -0.3, 0.0], [-0.2, 0.2, 0.3], [0.1, 0.1, -0.2], [0.0, -0.2, 0.0], [-0.1, 0.1, 0.1], [0.3, -1.0, 0.8], [-0.3, 0.9, -0.8], [0.0, -0.1, 0.1], [-0.1, 0.2, -0.1], [0.1, 0.1, 0.1], [-0.1, -0.1, -0.2], [0.2, -0.1, 0.0], [0.0, 0.2, -0.1]], "total_energy_ev": -9374.875, "e_homo_ha": -0.3163, "homo_lumo_gap_ev": 9.46, "lumo_ev": 0.857, "mol_weight_g_mol": 98.10}

=====

{"formula": "C3H4FNO2", "method": "ωB97M-V with the def2-TZVPD basis set", "species": ["O", "N", "O", "C", "C", "C", "F", "H", "H", "H", "H"], "xyz": [[-3.054961, -1.023054, -0.163499], [-2.903319, 0.156337, -0.057782], [-3.797362, 0.967356, 0.119111], [-1.652871, 0.691616, -0.177605], [-0.566978, -0.178119, 0.034068], [0.904668, 0.115173, -0.029516], [1.135638, 1.440971, 0.008996], [-1.323276, 1.814124, -0.192563], [-0.760623, -1.191904, 0.344428], [1.336957, -0.437579, 0.872776], [1.572030, -0.189252, -0.920733]], "forces_ev_per_angstrom": [[-0.4, -1.8, 0.0], [-2.3, 1.4, 0.1], [-0.6, 0.2, 0.1], [8.2, 0.5, 0.8], [-2.0, 1.4, -1.2], [1.0, -1.4, 0.1], [0.2, 1.7, 0.6], [-1.8, -2.2, -0.3], [-0.3, -0.3, -0.3], [-0.2, 1.0, -0.9], [-1.8, -0.5, 1.0]], "total_energy_ev": -11473.692, "e_homo_ha": -0.3912, "homo_lumo_gap_ev": 9.75, "smiles": "O=[N+]([O-])/C=C/CF", "lumo_ev": -0.900, "mol_weight_g_mol": 105.07}

=====

{"formula": "H5ISi2", "method": "ωB97M-V with the def2-TZVPD basis set", "species": ["Si", "Si", "I", "H", "H", "H", "H", "H"], "xyz": [[-0.011345, 1.180719, -0.708730], [-0.882239, -2.920901, 1.691170], [-1.881003, -2.523402, 3.945850], [0.599793, 1.391385, -2.018786], [-1.383836, 1.675819, -0.717661], [0.763333, 1.881852, 0.311109], [0.266760, -3.712528, 2.190940], [-0.009520, -0.249171, -0.403219]], "forces_ev_per_angstrom": [[0.0, 0.0, 0.0], [-0.6, 0.4, 0.0], [0.2, -0.1, -0.3], [0.1, 0.1, -0.3], [-0.3, 0.1, 0.0], [0.2, 0.2, 0.2], [0.4, -0.3, 0.3], [0.0, -0.3, 0.1]], "total_energy_ev": -23935.105, "e_homo_ha": -0.3249, "homo_lumo_gap_ev": 7.54, "lumo_ev": -1.297, "mol_weight_g_mol": 188.12}

=====

{"formula": "C10H15NSi", "method": "ωB97M-V with the def2-TZVPD basis set", "species": ["Si", "C", "C", "C", "C", "C", "C", "H", "H", "H", "H", "H", "H", "H", "H", "C", "N", "C", "C", "C", "H", "H", "H", "H", "H", "H", "H"], "xyz": [[2.224330, 1.616689, 2.003521], [2.050534, 0.950342, 0.267129], [2.942603, -0.036342, -0.300929], [2.927481, -0.272947, -1.659757], [2.040547, 0.427267, -2.513258], [1.130265, 1.313239, -1.956804], [1.222254, 1.604813, -0.612913], [1.191811, 2.393274, 2.702694], [2.241550, 0.223383, 2.759864], [3.537932, 2.148040, 2.292104], [3.733710, -0.471676, 0.357292], [3.316663, -1.184926, -2.114545], [2.015238, 0.236559, -3.549062], [0.411786, 1.873199, -2.528355], [0.622466, 2.375913, -0.301169], [-1.306783, 0.094742, 1.497914], [-2.436370, -0.178413, 1.090876], [-2.622226, -1.202743, 0.201285], [-2.824098, -2.508851, 0.480645], [-3.070953, -0.663478, -1.144325], [-0.369728, -0.214800, 1.115497], [-1.332487, 0.937608, 2.117979], [-3.082155, -3.201801, -0.286999], [-2.767926, -2.962385, 1.399023], [-2.354156, -0.028271, -1.808126], [-3.963813, -0.004630, -1.247130], [-3.342551, -1.558225, -1.831351]], "forces_ev_per_angstrom": [[0.2, -3.1, 1.3], [1.5, 0.1, -0.9], [0.1, 1.1, 1.4], [-1.4, -0.6, -0.9], [-0.5, 0.1, 1.8], [1.0, -0.1, -0.6], [0.4, -1.2, -0.5], [-0.3, 0.3, -0.5], [0.0, 1.3, -0.3], [0.5, 0.5, -0.1], [-1.0, 0.0, -0.6], [0.9, 0.5, 0.3], [0.1, -0.4, -1.0], [-0.1, 0.0, -0.4], [-1.5, 1.7, 1.1], [0.7, 1.6, 0.3], [-1.5, -1.1, 0.2], [-2.1, -1.0, -1.6], [0.5, 1.8, -1.7], [0.1, -0.5, -3.8], [0.9, -1.1, -0.3], [0.7, 1.2, 1.4], [-0.2, 0.0, -0.7], [0.5, -0.5, 2.4], [-0.4, -1.2, 1.6], [0.3, -0.5, 1.2], [0.5, 1.4, 1.1]], "total_energy_ev": -19977.498, "e_homo_ha": -0.3193, "homo_lumo_gap_ev": 9.37, "smiles": "[SiH3]c1ccccc1.C=NC(=C)C", "lumo_ev": 0.685, "mol_weight_g_mol": 177.32}